# C34H17BrF5N5O4V

A structure of composition C34H17BrF5N5O4V in a non-equilibrium geometry (ωB97M-V with the def2-TZVPD basis set, OMol25).

Last column: Mulliken charge in e.
CARTESIAN COORDINATES (ANGSTROEM)
V  -0.483  0.220  -0.597  0.0896
Br  6.100  3.287  -1.215  -0.2123
C  4.401  2.498  -1.476  -0.3479
C  4.259  1.461  -2.411  -0.3352
C  3.041  0.872  -2.627  -0.8216
C  1.907  1.259  -1.878  0.7172
O  0.766  0.687  -2.076  -0.8079
C  2.062  2.328  -0.954  -0.0092
C  0.889  2.913  -0.363  -0.0604
N  -0.225  2.279  -0.266  0.9551
C  -1.443  2.946  0.031  0.0948
C  -1.569  4.144  0.676  -0.6670
C  -2.847  4.694  0.914  -1.0305
C  -3.974  4.029  0.530  -0.9639
C  -3.871  2.770  -0.111  0.7681
C  -4.999  1.988  -0.453  -0.7470
C  -4.820  0.756  -0.998  -1.1634
C  -3.507  0.302  -1.235  0.1441
N  -2.440  1.004  -0.979  0.3147
C  -2.604  2.238  -0.384  0.5094
C  3.311  2.947  -0.780  -0.5246
H  5.123  1.131  -2.969  0.4351
H  2.925  0.076  -3.348  0.4993
H  0.945  3.964  -0.077  0.2954
H  -0.697  4.658  1.051  0.3551
H  -2.924  5.637  1.432  0.3899
H  -4.952  4.434  0.737  0.4245
H  -5.990  2.369  -0.249  0.4461
H  -5.652  0.115  -1.242  0.4382
H  -3.345  -0.690  -1.641  0.4598
H  3.409  3.771  -0.086  0.5264
O  3.728  -6.118  -0.784  -0.6015
N  3.385  -5.274  0.014  0.9881
O  3.788  -5.191  1.161  -0.5949
C  2.422  -4.248  -0.453  -0.1528
C  1.675  -4.574  -1.539  -1.0066
C  0.655  -3.682  -2.024  1.0142
C  -0.096  -3.931  -3.183  -0.6342
C  -1.029  -2.963  -3.594  -1.3166
C  -1.240  -1.856  -2.818  -0.0670
N  -0.584  -1.614  -1.634  0.3478
C  0.436  -2.504  -1.300  -0.3605
C  1.302  -2.133  -0.254  -0.0378
N  1.120  -0.862  0.223  0.8340
C  1.924  -0.440  1.187  -0.5501
C  2.943  -1.221  1.716  -1.4675
C  3.150  -2.500  1.234  -0.7446
C  2.317  -2.990  0.229  0.9657
H  1.839  -5.519  -2.033  0.5430
H  0.070  -4.831  -3.755  0.4699
H  -1.600  -3.082  -4.502  0.4339
H  -1.968  -1.115  -3.124  0.6049
H  1.740  0.568  1.553  0.6406
H  3.562  -0.821  2.504  0.5434
H  3.935  -3.116  1.642  0.5561
F  -2.065  -0.189  5.845  -0.3279
C  -1.556  -0.359  4.611  0.6317
C  -0.306  0.252  4.147  -0.0564
F  0.841  -0.392  4.323  -0.2256
C  -0.468  1.257  3.138  0.1666
F  -1.375  2.228  3.672  -0.3467
C  -1.367  0.375  2.335  0.8602
O  -1.238  -0.005  1.183  -0.1331
C  -2.344  -0.302  3.238  0.0315
F  -3.666  -0.073  3.073  -0.3910
C  -1.798  -1.508  3.786  -0.6308
F  -0.927  -2.352  3.230  -0.1575

Energy relative to the best compared isomer or geometry (same formula, charge and spin) in kcal/mol: 88.2
HOMO-LUMO gap (alpha / beta) in eV: 4.8 / 5.2
2S+1: 2
Strongest force on any atom in eV Å⁻¹: 2.27
Calculated total energy in a.u.: -5897.70015
E_HOMO (alpha / beta) in eV: -6.2 / -6.5
<S²>: 0.81

# C34H17F15GeKN4O2S2

A structure of composition C34H17F15GeKN4O2S2 (ωB97M-V with the def2-TZVPD basis set, OMol25).

Last column: Mulliken charge in e.
CARTESIAN COORDINATES (ANGSTROEM)
K  0.017  -1.622  1.158  1.2150
C  -4.481  -2.630  -0.098  -1.4618
C  -3.234  -3.109  0.586  0.8882
N  -2.754  -2.604  1.652  -0.3454
N  -3.390  -1.514  2.165  -0.1042
C  -2.793  -0.851  3.220  0.2276
N  -3.119  0.465  3.232  -0.4498
S  -1.859  -1.584  4.370  -0.3216
C  -2.425  -4.218  0.004  0.2452
C  -3.017  -5.349  -0.550  -0.7944
C  -2.200  -6.357  -1.032  -0.4180
C  -0.825  -6.205  -0.959  -0.6714
C  -0.324  -5.035  -0.405  -0.2600
N  -1.102  -4.064  0.058  0.1372
H  -4.293  -1.656  -0.562  0.2120
H  -5.292  -2.512  0.624  0.3735
H  -4.796  -3.313  -0.883  0.4198
H  -3.859  -0.909  1.498  0.2992
H  -3.151  0.911  2.315  0.1226
H  -2.632  0.988  3.942  0.3065
H  -4.094  -5.447  -0.580  0.3816
H  -2.635  -7.254  -1.455  0.4046
H  -0.153  -6.968  -1.326  0.3924
H  0.743  -4.858  -0.320  0.4009
C  3.889  -4.183  2.291  -1.6492
C  3.210  -2.975  1.655  0.7287
O  2.036  -3.118  1.316  -0.5249
C  3.985  -1.760  1.457  0.4804
C  5.391  -1.827  1.563  -0.5094
C  6.213  -0.764  1.292  -0.8692
C  5.622  0.450  0.887  -0.4973
C  4.267  0.573  0.795  -0.3268
C  3.361  -0.503  1.112  -0.4149
O  2.116  -0.296  1.087  -0.3867
H  3.117  -4.915  2.519  0.3205
H  4.424  -3.915  3.202  0.4027
H  4.604  -4.631  1.599  0.4014
H  5.850  -2.766  1.847  0.2943
H  7.288  -0.860  1.371  0.3483
H  6.254  1.298  0.644  0.4164
H  3.810  1.503  0.475  0.4351
F  -1.425  4.942  0.764  -0.2892
C  -2.222  4.843  -0.313  0.3661
C  -2.215  3.705  -1.095  -0.5239
C  -3.087  3.699  -2.170  0.6329
F  -3.144  2.630  -2.976  -0.3420
C  -3.914  4.762  -2.473  0.0635
F  -4.733  4.724  -3.529  -0.3082
C  -3.885  5.888  -1.670  0.6709
F  -4.674  6.928  -1.946  -0.3194
C  -3.035  5.932  -0.582  -0.0243
F  -3.008  7.020  0.194  -0.3066
Ge  -1.160  2.058  -0.723  0.2791
S  -2.477  0.507  -0.151  -0.5927
C  -0.145  1.652  -2.381  -0.0675
C  0.027  2.508  -3.455  0.3751
F  -0.470  3.754  -3.436  -0.3587
C  0.717  2.142  -4.598  0.0394
F  0.861  2.998  -5.616  -0.3131
C  1.270  0.879  -4.685  0.6678
F  1.939  0.516  -5.780  -0.3215
C  1.136  0.000  -3.627  -0.3501
F  1.678  -1.217  -3.703  -0.3025
C  0.439  0.403  -2.501  0.3961
F  0.368  -0.477  -1.502  0.1196
C  0.289  2.581  0.517  0.3323
C  1.188  3.552  0.110  0.8730
F  1.015  4.161  -1.079  -0.4338
C  2.260  3.955  0.878  0.1225
F  3.101  4.905  0.449  -0.3565
C  2.457  3.369  2.116  0.8260
F  3.490  3.743  2.871  -0.3795
C  1.585  2.396  2.560  -0.0014
F  1.785  1.818  3.744  -0.3948
C  0.520  2.021  1.759  -0.6229
F  -0.299  1.087  2.266  -0.0050

Energy relative to the best compared isomer or geometry (same formula, charge and spin) in kcal/mol: 0.0
HOMO-LUMO gap in eV: 6.7
Strongest force on any atom in eV Å⁻¹: 0.51
Calculated total energy in a.u.: -6646.70372
E_HOMO in eV: -4.7
Total charge: -1